A molecular structure, C67H66GaGe2N5O5S. Source: the Open Molecules 2025 dataset; level of theory: ωB97M-V with the def2-TZVPD basis set.

Last column: Mulliken spin population.
CARTESIAN COORDINATES (ANGSTROEM)
Ga1 0.20 -0.02 0.16  0.386
C1 0.96 -6.23 3.36  0.001
C2 1.74 -4.96 3.73  0.000
C3 1.56 -4.68 5.22  0.001
C4 3.24 -5.17 3.44  0.001
C5 1.26 -3.80 2.87  0.008
C6 1.23 -3.93 1.48  -0.003
C7 0.83 -2.86 0.70  0.046
N1 0.44 -1.71 1.25  -0.023
C8 0.41 -1.57 2.58  0.009
C9 0.84 -2.60 3.41  -0.001
C10 -0.12 -0.28 3.06  -0.037
C11 -0.27 0.03 4.39  0.006
C12 -0.76 1.27 4.78  -0.002
C13 -1.09 2.16 3.76  -0.006
C14 -0.92 1.79 2.44  0.036
N2 -0.45 0.59 2.09  -0.013
C15 -0.87 1.62 6.26  0.002
C16 -1.41 3.03 6.47  0.000
C17 0.53 1.52 6.88  0.000
C18 -1.82 0.62 6.93  0.000
H1 1.30 -7.06 3.99  0.000
H2 1.11 -6.53 2.33  0.000
H3 -0.11 -6.10 3.53  0.000
H4 1.89 -5.55 5.79  0.000
H5 0.51 -4.50 5.47  -0.001
H6 2.15 -3.83 5.55  0.000
H7 3.62 -5.99 4.05  0.000
H8 3.81 -4.28 3.67  0.000
H9 3.41 -5.42 2.39  0.000
H10 1.54 -4.84 0.99  0.000
H11 0.82 -2.91 -0.38  -0.014
H12 0.80 -2.46 4.48  -0.001
H13 0.00 -0.70 5.14  0.003
H14 -1.45 3.15 3.97  0.001
H15 -1.15 2.47 1.64  -0.004
H16 -0.75 3.79 6.05  0.000
H17 -1.49 3.22 7.54  0.000
H18 -2.41 3.15 6.05  0.000
H19 1.23 2.17 6.37  0.000
H20 0.92 0.50 6.84  0.000
H21 0.48 1.81 7.93  0.000
H22 -2.81 0.66 6.49  0.000
H23 -1.91 0.85 7.99  0.000
H24 -1.46 -0.41 6.85  0.000
N3 -1.88 1.46 -1.44  -0.018
C19 -2.22 2.60 -2.05  -0.003
C20 -1.28 3.55 -1.69  0.001
C21 -0.40 2.89 -0.85  0.010
N4 -0.78 1.61 -0.68  -0.051
H25 -2.36 0.58 -1.47  0.028
H26 -3.09 2.65 -2.69  0.001
H27 -1.22 4.57 -2.03  0.001
H28 0.48 3.25 -0.36  0.000
O1 0.15 -2.22 -3.22  0.001
C22 0.67 -1.30 -2.63  0.020
O2 0.13 -0.85 -1.49  -0.025
C23 1.96 -0.66 -3.12  0.001
C24 2.02 0.87 -3.04  -0.001
Ge1 1.45 1.88 -4.63  0.000
C25 -0.28 1.34 -5.35  0.000
C26 -1.23 0.69 -4.57  0.000
C27 -2.47 0.33 -5.09  -0.001
C28 -2.77 0.64 -6.41  0.000
C29 -1.83 1.28 -7.21  0.000
C30 -0.60 1.62 -6.68  0.000
C31 1.40 3.75 -4.08  0.000
C32 2.16 4.20 -3.01  0.000
C33 2.11 5.53 -2.60  0.000
C34 1.29 6.43 -3.26  0.000
C35 0.52 5.99 -4.33  0.000
C36 0.58 4.67 -4.74  0.000
C37 2.78 1.64 -6.03  0.000
C38 3.81 2.56 -6.20  0.000
C39 4.79 2.36 -7.17  0.000
C40 4.74 1.24 -7.98  0.000
C41 3.71 0.31 -7.83  0.000
C42 2.74 0.52 -6.86  0.000
H29 2.12 -1.04 -4.13  0.000
H30 2.74 -1.09 -2.50  0.000
H31 3.06 1.17 -2.91  0.000
H32 1.49 1.23 -2.16  0.003
H33 -1.00 0.44 -3.55  0.002
H34 -3.19 -0.19 -4.48  0.000
H35 -3.73 0.36 -6.83  0.000
H36 -2.06 1.51 -8.24  0.000
H37 0.14 2.11 -7.32  0.000
H38 2.80 3.51 -2.47  0.000
H39 2.72 5.86 -1.76  0.000
H40 1.25 7.46 -2.95  0.000
H41 -0.12 6.69 -4.86  0.000
H42 -0.04 4.34 -5.57  0.000
H43 3.85 3.44 -5.58  0.000
H44 5.58 3.08 -7.29  0.000
H45 5.50 1.08 -8.74  0.000
H46 3.67 -0.56 -8.47  0.000
H47 1.93 -0.21 -6.76  0.000
C43 -3.55 -5.02 -2.48  0.012
C44 -4.02 -5.13 -1.18  -0.005
C45 -3.79 -4.10 -0.27  0.004
C46 -3.10 -2.95 -0.67  0.042
C47 -2.64 -2.86 -1.98  0.080
C48 -2.86 -3.89 -2.88  -0.006
Ge2 -2.87 -1.47 0.55  0.131
C49 -4.14 -0.05 0.12  0.087
C50 -4.22 1.14 0.86  0.042
C51 -5.08 2.15 0.47  -0.019
C52 -5.86 2.01 -0.66  0.032
C53 -5.80 0.84 -1.40  -0.018
C54 -4.94 -0.19 -1.01  0.028
C55 -3.00 -2.04 2.40  0.228
C56 -2.44 -3.25 2.80  -0.006
C57 -2.53 -3.68 4.11  -0.023
C58 -3.18 -2.90 5.06  0.034
C59 -3.75 -1.69 4.68  -0.018
C60 -3.67 -1.26 3.36  0.020
H48 -3.73 -5.82 -3.19  0.001
H49 -4.56 -6.01 -0.87  0.001
H50 -4.16 -4.20 0.74  0.002
H51 -2.05 -2.01 -2.30  -0.010
H52 -2.46 -3.81 -3.89  0.000
H53 -3.60 1.27 1.74  0.012
H54 -5.13 3.07 1.06  0.000
H55 -6.53 2.81 -0.96  0.002
H56 -6.42 0.72 -2.28  0.000
H57 -4.90 -1.10 -1.60  0.002
H58 -1.93 -3.88 2.07  0.000
H59 -2.10 -4.63 4.40  0.001
H60 -3.26 -3.23 6.08  0.002
H61 -4.28 -1.09 5.40  0.001
H62 -4.14 -0.33 3.07  0.001
O3 3.05 -1.20 -0.19  0.002
C61 3.13 -0.09 0.28  -0.009
N5 2.02 0.70 0.59  -0.015
S1 2.45 1.93 1.61  0.000
O4 2.20 1.56 2.98  0.000
O5 1.91 3.18 1.16  0.000
C62 4.17 1.80 1.29  0.000
C63 5.19 2.65 1.67  0.000
C64 6.48 2.27 1.31  0.000
C65 6.72 1.09 0.61  0.000
C66 5.68 0.25 0.24  0.000
C67 4.40 0.63 0.59  0.000
H63 4.99 3.56 2.21  0.000
H64 7.31 2.91 1.58  0.000
H65 7.74 0.84 0.34  0.000
H66 5.85 -0.67 -0.30  0.000

Results
HOMO-LUMO gap (alpha / beta) ... 6.613 / 6.920 eV
Charge ... +1
HOMO energy (alpha / beta) ... -9.6 / -10.6 eV
<S²> ... 0.755
Energy above the lowest of the compared OMol25 structures with the same formula, charge and spin ... 0.0 kJ/mol
Spin multiplicity ... 2

---

A molecular structure, C34H68Br2IN2O16P4 at a distorted geometry. Source: the Open Molecules 2025 dataset; level of theory: ωB97M-V with the def2-TZVPD basis set.

Last column: Löwdin charge in e.
CARTESIAN COORDINATES (ANGSTROEM)
C1 -4.45 -0.22 -3.55  -0.099
C2 -3.57 -1.44 -3.78  -0.255
C3 -2.44 -1.61 -2.77  -0.195
C4 -1.43 -0.43 -2.79  -0.193
C5 -0.05 -0.83 -3.32  -0.160
C6 0.54 0.15 -4.36  -0.105
C7 -0.44 0.51 -5.49  -0.141
N1 -0.21 -0.46 -6.60  -0.043
C8 -0.38 -1.92 -6.49  -0.223
N2 0.92 -2.57 -6.49  0.049
C9 0.16 0.08 -7.70  -0.693
I1 0.56 -0.81 -9.50  1.144
C10 0.31 1.53 -7.50  -0.209
C11 -0.40 1.93 -6.18  -0.318
C12 -1.85 2.48 -6.37  -0.061
C13 -2.55 2.12 -7.67  -0.209
C14 -3.03 3.16 -8.46  -0.034
C15 -3.71 2.89 -9.63  -0.062
C16 -3.93 1.59 -10.06  -0.036
C17 -3.45 0.54 -9.28  -0.267
C18 -3.67 -0.88 -9.74  -0.041
C19 -2.79 0.82 -8.10  -0.021
C20 0.41 3.05 -5.51  -0.638
Br1 1.67 4.01 -6.59  0.814
C21 0.26 3.44 -4.24  -0.762
C22 -0.72 2.86 -3.26  -0.105
Br2 1.27 4.87 -3.51  0.775
H1 -5.00 -0.25 -2.60  0.080
H2 -3.91 0.73 -3.60  0.051
H3 -5.19 -0.17 -4.35  0.073
H4 -3.12 -1.33 -4.78  0.087
H5 -4.23 -2.31 -3.76  0.096
H6 -2.91 -1.63 -1.78  0.112
H7 -1.95 -2.58 -2.90  0.103
H8 -1.33 -0.10 -1.76  0.110
H9 -1.91 0.36 -3.35  0.057
H10 0.64 -0.81 -2.47  0.114
H11 -0.04 -1.86 -3.68  0.087
H12 1.00 1.01 -3.90  0.103
H13 1.36 -0.40 -4.83  0.121
H14 -1.49 0.31 -5.29  0.129
H15 -0.92 -2.19 -5.59  0.119
H16 -0.96 -2.29 -7.34  0.105
H17 1.03 -3.16 -5.67  0.083
H18 1.06 -3.11 -7.33  0.053
H19 1.40 1.65 -7.48  0.088
H20 0.05 2.16 -8.36  0.126
H21 -2.51 2.17 -5.56  0.118
H22 -1.79 3.56 -6.32  0.125
H23 -2.90 4.19 -8.15  0.117
H24 -4.11 3.69 -10.23  0.111
H25 -4.47 1.39 -10.97  0.118
H26 -4.68 -1.20 -9.47  0.092
H27 -3.58 -0.95 -10.83  0.083
H28 -2.96 -1.54 -9.27  0.054
H29 -2.45 -0.02 -7.51  0.106
H30 -0.91 3.61 -2.50  0.071
H31 -1.68 2.61 -3.70  0.072
H32 -0.28 2.02 -2.72  0.080
C23 2.65 -2.46 1.59  -0.091
O1 2.63 -1.03 1.77  -0.248
P1 1.17 -0.32 1.89  0.458
O2 0.59 -0.36 0.53  -0.254
O3 1.81 1.12 2.28  -0.256
C24 3.19 1.38 2.54  -0.099
O4 -0.08 -0.14 2.87  -0.213
C25 -0.01 0.61 4.10  -0.071
H33 3.69 -2.77 1.55  0.088
H34 2.16 -2.96 2.43  0.088
H35 2.15 -2.73 0.66  0.083
H36 3.73 1.52 1.61  0.088
H37 3.65 0.60 3.13  0.081
H38 3.23 2.31 3.11  0.090
H39 0.00 1.68 3.88  0.091
H40 0.87 0.34 4.68  0.083
H41 -0.89 0.37 4.68  0.092
C26 4.50 -2.38 7.55  -0.093
O5 4.36 -1.03 8.03  -0.249
P2 2.89 -0.58 8.55  0.459
O6 2.04 -0.46 7.35  -0.248
O7 3.43 0.83 9.12  -0.256
C27 4.79 1.25 9.19  -0.093
O8 1.85 -0.77 9.76  -0.216
C28 2.09 -0.26 11.08  -0.083
H42 5.54 -2.52 7.25  0.088
H43 4.26 -3.10 8.33  0.087
H44 3.86 -2.54 6.68  0.083
H45 5.11 1.65 8.23  0.088
H46 5.45 0.44 9.50  0.082
H47 4.86 2.05 9.93  0.089
H48 1.93 0.81 11.10  0.092
H49 3.09 -0.50 11.43  0.092
H50 1.36 -0.74 11.74  0.089
C29 -9.45 -2.61 -4.62  -0.097
O9 -8.81 -3.68 -5.34  -0.268
P3 -7.37 -4.23 -4.75  0.571
O10 -6.49 -3.13 -5.23  -0.261
O11 -7.44 -5.47 -5.82  -0.270
C30 -8.60 -5.91 -6.52  -0.101
O12 -6.23 -5.03 -3.88  -0.239
C31 -6.19 -6.46 -3.76  -0.099
H51 -10.39 -2.39 -5.13  0.089
H52 -9.67 -2.90 -3.59  0.084
H53 -8.82 -1.72 -4.62  0.083
H54 -8.76 -5.29 -7.40  0.090
H55 -9.49 -5.90 -5.89  0.083
H56 -8.41 -6.93 -6.85  0.089
H57 -5.81 -6.90 -4.68  0.089
H58 -7.17 -6.87 -3.52  0.088
H59 -5.51 -6.69 -2.94  0.088
C32 9.68 2.54 12.14  -0.094
O13 8.62 3.45 12.49  -0.257
P4 7.57 2.97 13.65  0.506
O14 6.74 1.95 12.98  -0.249
O15 6.86 4.44 13.67  -0.267
C33 7.35 5.62 13.03  -0.104
O16 7.19 2.73 15.21  -0.223
C34 7.08 3.79 16.17  -0.094
H60 10.28 3.01 11.38  0.088
H61 10.30 2.32 13.01  0.085
H62 9.26 1.61 11.75  0.085
H63 7.06 5.62 11.98  0.089
H64 8.42 5.72 13.12  0.080
H65 6.88 6.47 13.52  0.089
H66 6.15 4.34 16.01  0.091
H67 7.93 4.48 16.11  0.088
H68 7.07 3.33 17.15  0.089

Results
HOMO-LUMO gap ... 8.118 eV
Charge ... +1
HOMO energy ... -11.0 eV

---

A molecular structure, C24H25BBr2F4N5O7SSeTa at a distorted geometry. Source: the Open Molecules 2025 dataset; level of theory: ωB97M-V with the def2-TZVPD basis set.

Last column: Löwdin charge in e.
CARTESIAN COORDINATES (ANGSTROEM)
Ta1 -0.91 -1.37 -0.18  1.837
Br1 5.76 1.67 -0.58  0.771
C1 4.25 1.10 -1.56  -0.690
C2 3.42 2.03 -2.15  -0.118
C3 2.32 1.55 -2.84  -0.149
N1 2.03 0.26 -2.99  0.130
C4 2.85 -0.62 -2.42  -0.258
C5 3.97 -0.25 -1.68  -0.064
C6 2.57 -2.07 -2.64  -0.218
C7 3.41 -2.77 -3.50  -0.056
C8 3.13 -4.11 -3.73  -0.676
Br2 4.23 -5.11 -4.89  0.763
C9 2.06 -4.70 -3.10  -0.085
C10 1.29 -3.91 -2.25  -0.103
N2 1.53 -2.63 -2.02  0.126
H1 3.61 3.09 -2.07  0.105
H2 1.65 2.25 -3.34  0.110
H3 4.61 -1.00 -1.22  0.122
H4 4.24 -2.28 -3.98  0.116
H5 1.81 -5.74 -3.26  0.107
H6 0.44 -4.34 -1.74  0.100
C11 0.32 1.84 4.54  -0.059
C12 0.74 2.77 3.41  -0.186
N3 1.19 2.04 2.22  -0.095
C13 2.64 2.03 1.96  -0.230
C14 3.38 0.99 2.78  -0.052
C15 0.31 1.41 1.46  -0.600
S1 0.91 0.44 0.14  0.840
N4 -0.98 1.64 1.79  0.134
C16 -2.00 1.12 1.18  -0.356
O1 -1.94 0.23 0.24  -0.221
C17 -3.35 1.60 1.51  -0.124
C18 -3.54 2.59 2.47  -0.015
C19 -4.82 3.02 2.77  -0.072
C20 -5.92 2.46 2.12  -0.072
C21 -5.73 1.46 1.17  -0.060
C22 -4.45 1.03 0.86  0.006
H7 0.03 2.43 5.41  0.079
H8 1.14 1.18 4.83  0.071
H9 -0.52 1.23 4.24  0.070
H10 1.58 3.39 3.73  0.117
H11 -0.08 3.42 3.13  0.110
H12 3.00 3.03 2.20  0.122
H13 2.80 1.88 0.90  0.052
H14 3.29 1.19 3.85  0.074
H15 4.43 1.00 2.52  0.067
H16 2.98 -0.01 2.59  0.066
H17 -2.68 3.01 2.97  0.105
H18 -4.98 3.79 3.51  0.105
H19 -6.92 2.79 2.36  0.105
H20 -6.58 1.02 0.67  0.108
H21 -4.29 0.25 0.13  0.115
N5 -2.14 1.16 -2.93  0.024
C23 -2.26 -0.06 -3.70  -0.173
C24 -1.32 -1.15 -3.24  -0.520
O2 -1.02 -2.11 -3.87  0.153
O3 -0.80 -0.93 -1.98  -0.282
H22 -2.84 1.83 -3.21  0.076
H23 -1.23 1.59 -3.06  0.069
H24 -2.10 0.04 -4.78  0.125
H25 -3.26 -0.47 -3.55  0.128
O4 -1.21 -3.35 -0.66  -0.512
Se1 -2.87 -3.25 -0.31  0.905
O5 -3.63 -4.60 0.02  -0.360
O6 -2.50 -2.19 0.96  -0.486
O7 -3.38 -2.21 -1.44  -0.417
F1 0.75 -2.40 0.65  -0.093
B1 0.49 -2.38 2.16  -1.185
F2 1.64 -2.03 2.78  0.213
F3 -0.47 -1.30 2.16  0.028
F4 -0.08 -3.54 2.52  0.228

Results
HOMO-LUMO gap ... 8.441 eV
Charge ... 0
HOMO energy ... -9.5 eV

---

A molecular structure, C40H52KN11S2Se at a distorted geometry. Source: the Open Molecules 2025 dataset; level of theory: ωB97M-V with the def2-TZVPD basis set.

Last column: natural (NBO) charge in e.
CARTESIAN COORDINATES (ANGSTROEM)
K1 -0.57 0.43 0.33  0.840
N1 -5.22 1.63 1.62  -0.806
C1 -3.97 1.45 1.08  0.285
S1 -2.72 2.40 1.70  -0.500
N2 -3.91 0.63 0.06  -0.443
N3 -2.87 -0.09 -0.26  -0.191
C2 -2.71 -0.45 -1.49  -0.087
C3 -1.72 -1.40 -1.89  0.169
C4 -1.75 -1.91 -3.21  -0.246
C5 -0.85 -2.89 -3.58  -0.185
C6 0.08 -3.33 -2.65  -0.247
C7 0.06 -2.74 -1.39  0.032
N4 -0.81 -1.83 -1.01  -0.453
H1 -5.40 2.55 2.00  0.389
H2 -5.98 1.23 1.10  0.382
H3 -3.40 -0.10 -2.27  0.166
H4 -2.47 -1.53 -3.91  0.214
H5 -0.88 -3.30 -4.58  0.211
H6 0.80 -4.09 -2.90  0.204
H7 0.80 -3.03 -0.65  0.197
C8 5.84 -0.69 -3.50  -0.592
C9 5.91 -0.29 -2.02  -0.090
C10 6.63 1.06 -1.89  -0.594
C11 6.71 -1.35 -1.25  -0.605
C12 4.48 -0.17 -1.51  0.021
C13 3.96 -0.97 -0.49  -0.221
C14 2.63 -0.79 -0.14  0.041
N5 1.82 0.08 -0.69  -0.426
C15 2.30 0.86 -1.66  0.163
C16 3.62 0.76 -2.08  -0.205
C17 1.36 1.84 -2.23  0.158
C18 1.65 2.56 -3.39  -0.205
C19 0.76 3.52 -3.87  0.039
C20 -0.41 3.71 -3.14  -0.263
C21 -0.63 2.93 -2.02  0.064
N6 0.22 2.02 -1.57  -0.432
C22 1.10 4.31 -5.13  -0.088
C23 1.45 3.34 -6.26  -0.594
C24 -0.05 5.20 -5.60  -0.604
C25 2.31 5.21 -4.82  -0.592
H8 6.84 -0.85 -3.90  0.209
H9 5.36 0.08 -4.09  0.205
H10 5.27 -1.61 -3.62  0.214
H11 7.65 0.97 -2.25  0.210
H12 6.65 1.38 -0.85  0.214
H13 6.13 1.83 -2.47  0.205
H14 7.73 -1.38 -1.63  0.213
H15 6.27 -2.34 -1.37  0.212
H16 6.76 -1.10 -0.19  0.212
H17 4.55 -1.71 0.02  0.218
H18 2.19 -1.41 0.64  0.210
H19 3.98 1.41 -2.85  0.198
H20 2.56 2.37 -3.93  0.200
H21 -1.15 4.44 -3.43  0.222
H22 -1.53 3.04 -1.43  0.214
H23 0.62 2.66 -6.45  0.215
H24 2.33 2.76 -6.04  0.204
H25 1.64 3.90 -7.18  0.210
H26 -0.93 4.61 -5.84  0.214
H27 0.25 5.74 -6.49  0.213
H28 -0.32 5.94 -4.84  0.210
H29 3.16 4.63 -4.48  0.206
H30 2.05 5.93 -4.04  0.213
H31 2.60 5.76 -5.71  0.209
N7 0.80 2.40 1.50  -0.852
C26 1.23 1.97 2.82  -0.214
C27 0.23 0.99 3.41  -0.248
N8 0.27 -0.25 2.67  -0.862
H32 1.46 3.05 1.09  0.361
H33 -0.09 2.88 1.58  0.377
H34 1.35 2.81 3.53  0.164
H35 2.20 1.47 2.71  0.179
H36 -0.77 1.42 3.32  0.216
H37 0.46 0.86 4.49  0.160
H38 -0.45 -0.90 2.97  0.381
H39 1.17 -0.71 2.80  0.364
S2 1.91 -3.91 1.90  -0.285
C28 0.69 -4.89 1.34  0.073
N9 1.01 -5.96 0.55  -0.515
C29 0.09 -6.80 0.02  0.051
C30 -1.23 -6.61 0.26  -0.300
C31 -1.63 -5.53 1.08  -0.114
C32 -0.69 -4.70 1.62  -0.266
H40 1.99 -6.09 0.36  0.428
H41 0.47 -7.60 -0.59  0.216
H42 -1.96 -7.27 -0.17  0.230
H43 -2.67 -5.37 1.29  0.233
H44 -0.98 -3.87 2.25  0.259
C33 -6.14 -2.45 4.63  -0.417
N10 -5.12 -1.53 5.04  -0.391
C34 -3.93 -1.38 4.41  0.260
Se1 -3.29 -2.36 3.05  -0.278
N11 -3.24 -0.40 5.05  -0.538
C35 -3.97 0.07 6.11  0.107
C36 -3.70 1.01 7.09  -0.216
C37 -4.67 1.22 8.05  -0.216
C38 -5.87 0.52 8.04  -0.216
C39 -6.14 -0.44 7.08  -0.259
C40 -5.18 -0.66 6.11  0.184
H45 -5.88 -2.81 3.64  0.256
H46 -7.11 -1.95 4.61  0.208
H47 -6.19 -3.31 5.31  0.206
H48 -2.36 -0.03 4.71  0.443
H49 -2.77 1.56 7.09  0.223
H50 -4.49 1.94 8.84  0.217
H51 -6.60 0.72 8.81  0.216
H52 -7.07 -0.99 7.09  0.222

Results
HOMO-LUMO gap ... 6.784 eV
Charge ... 0
HOMO energy ... -6.4 eV